DFT (ωB97M-V/def2-TZVPD) results for a molecular structure, C31H38BN7V.

Geometry as ORCA input:
```
! RIJCOSX wB97M-V def2-TZVPD def2/J DEFGRID3
* xyz 1 3
V -0.1926 0.4751 0.8150
C 0.0430 5.0619 -1.8791
C 0.2229 3.6682 -1.2881
C 1.6754 3.2014 -1.4490
C -0.1570 3.6474 0.1625
C -0.2335 4.7133 1.0540
C -0.5022 4.1458 2.2870
N -0.6065 2.8273 2.1443
N -0.4010 2.4981 0.8167
B -0.8069 1.7413 3.2605
N -1.9784 0.8159 2.8593
C -3.1021 0.6094 3.5541
C -3.8949 -0.2664 2.8588
C -3.1920 -0.5672 1.6866
N -2.0092 0.0734 1.6915
C -3.7651 -1.4116 0.5772
C -4.9664 -0.6874 -0.0477
C -2.7910 -1.8129 -0.5147
N 0.5105 0.8881 3.4003
C 1.4111 0.8988 4.3820
C 2.4813 0.0946 4.0264
C 2.1798 -0.3893 2.7568
N 0.9783 0.0822 2.3819
C 3.0040 -1.2433 1.8380
C 4.1721 -1.8731 2.5859
C 3.4972 -0.4287 0.6342
H 0.2757 5.0508 -2.9443
H 0.7186 5.7769 -1.4042
H -0.9791 5.4248 -1.7614
H -0.4381 2.9750 -1.8143
H 2.3456 3.8790 -0.9155
H 1.9663 3.2001 -2.5012
H 1.8396 2.1966 -1.0557
H -0.1060 5.7595 0.8342
H -0.6314 4.5979 3.2587
H -1.0369 2.2818 4.3041
H -3.2529 1.1106 4.4976
H -4.8696 -0.6362 3.1359
H -4.1360 -2.3136 1.0696
H -4.6317 0.2085 -0.5777
H -5.6996 -0.3832 0.6997
H -5.4631 -1.3422 -0.7656
H -2.4255 -0.9311 -1.0408
H -3.3029 -2.4402 -1.2463
H -1.9388 -2.3755 -0.1308
H 1.2287 1.4735 5.2775
H 3.3607 -0.1140 4.6131
H 2.3611 -2.0365 1.4575
H 4.8724 -1.1090 2.9322
H 4.7198 -2.5450 1.9249
H 3.8390 -2.4498 3.4506
H 4.0844 0.4310 0.9655
H 2.6708 -0.0662 0.0208
H 4.1291 -1.0473 -0.0057
N 0.0457 -0.5444 -0.5583
C 0.2478 -1.2912 -1.5730
C 0.9004 -2.6185 -1.3820
C 0.7760 -3.2964 -0.1698
C 1.3842 -4.5264 0.0168
C 2.1333 -5.0903 -1.0108
C 2.2644 -4.4234 -2.2200
C 1.6411 -3.1975 -2.4097
C -0.2270 -0.8939 -2.9250
C -0.8784 -1.8206 -3.7357
C -1.4059 -1.4270 -4.9567
C -1.2703 -0.1121 -5.3832
C -0.6084 0.8125 -4.5829
C -0.1005 0.4216 -3.3548
H 0.1848 -2.8567 0.6231
H 1.2723 -5.0486 0.9581
H 2.6101 -6.0520 -0.8686
H 2.8497 -4.8569 -3.0202
H 1.7555 -2.6755 -3.3521
H -0.9907 -2.8467 -3.4045
H -1.9208 -2.1496 -5.5769
H -1.6754 0.1908 -6.3410
H -0.4926 1.8366 -4.9161
H 0.4273 1.1278 -2.7295
*
```

Output
ΔE to the lowest compared entry with this formula, charge and spin (kJ/mol): 0.00
LUMO level (spin up / spin down) (eV): -3.0 / -3.2
HOMO (spin up / spin down) (eV): -10.864 / -11.877
Calculated total energy (eV): -69557.2522
Max |F| (Eh/bohr): 0.03483

=====

DFT (ωB97M-V/def2-TZVPD) results for a molecular structure, C31H38Br51NO3.

Geometry as ORCA input:
```
! RIJCOSX wB97M-V def2-TZVPD def2/J DEFGRID3
* xyz 0 1
C 2.3920 0.3819 -1.8001
C 2.2102 1.8382 -2.2785
C 3.0204 2.1414 -3.5383
C 2.6641 3.4781 -4.2073
C 3.5629 4.6366 -3.7066
C 2.8573 5.8121 -3.0036
C 1.6462 5.4223 -2.1399
C 0.3663 5.9477 -2.7603
O -0.7357 5.9337 -1.8288
C -1.4938 4.8376 -1.8760
O -1.1350 3.7473 -2.2324
O -2.7410 5.1510 -1.4009
C -3.5725 4.0730 -1.8087
C -4.1725 4.1980 -3.0459
C -4.9219 3.1586 -3.5504
C -5.0366 2.0228 -2.7586
C -4.4187 2.0269 -1.5233
N -3.6889 3.0251 -1.0363
H 2.8216 -0.2489 -2.5782
H 3.0639 0.3294 -0.9432
H 1.4219 -0.0094 -1.5080
H 1.1560 2.0233 -2.4793
H 2.5585 2.4798 -1.4714
H 4.0946 2.1237 -3.3401
H 2.8403 1.3254 -4.2441
H 2.8779 3.3534 -5.2701
H 1.5993 3.6957 -4.1297
H 4.3650 4.2702 -3.0684
H 4.0548 5.0548 -4.5871
H 2.5921 6.6023 -3.7077
H 3.5884 6.2602 -2.3266
H 1.5729 4.3524 -1.9727
H 1.7105 5.9164 -1.1698
H 0.1115 5.4307 -3.6854
H 0.5088 6.9963 -3.0195
H -4.0489 5.1142 -3.6063
H -5.3905 3.2248 -4.5204
H -5.6003 1.1640 -3.0895
H -4.5273 1.1573 -0.8881
C 1.4999 -3.7095 -0.8003
Br 2.9020 -4.8654 -1.4346
Br 2.1501 -2.4838 0.5320
Br 0.6215 -2.8050 -2.2457
H 0.7588 -4.3336 -0.3227
C -1.0603 -5.1964 -5.3206
Br -2.1602 -5.2277 -3.7450
Br -1.3580 -3.6137 -6.3724
Br 0.7936 -5.4262 -4.8774
H -1.3502 -6.0419 -5.9276
C 5.4386 5.3698 0.7060
Br 4.0296 6.6477 0.9973
Br 4.7585 3.7363 -0.0393
Br 6.8611 6.0925 -0.3681
H 5.8562 5.1291 1.6731
C 3.9940 2.8973 3.8486
Br 5.8803 3.2896 3.7609
Br 3.4840 1.6122 2.5191
Br 3.4788 2.3479 5.6127
H 3.4620 3.8129 3.6314
C -2.8056 -7.6505 -0.1515
Br -2.5146 -8.5668 -1.8142
Br -3.1570 -8.8772 1.2792
Br -1.3554 -6.4551 0.2722
H -3.6919 -7.0440 -0.2729
C -7.5060 -9.1412 0.6699
Br -7.8915 -9.4954 2.5149
Br -6.7830 -7.3722 0.4324
Br -6.3735 -10.4904 -0.0935
H -8.4452 -9.1714 0.1366
C -7.3321 -12.8432 4.6513
Br -6.3606 -12.2099 6.1842
Br -6.1640 -13.2043 3.1712
Br -8.4280 -14.3631 5.0805
H -7.9961 -12.0483 4.3434
C -5.6077 6.6251 1.3960
Br -4.7829 5.3796 0.1846
Br -5.7947 8.3489 0.5610
Br -7.2809 5.9837 2.1067
H -4.9369 6.7523 2.2331
C 1.9825 4.7640 8.9946
Br 1.1031 3.0645 8.8210
Br 3.8338 4.5536 9.4741
Br 1.7850 5.8359 7.4149
H 1.4972 5.2942 9.8012
C -0.9518 8.6976 -0.3244
Br -1.8040 9.0270 1.3672
Br -1.1012 10.2113 -1.4999
Br 0.8835 8.1657 -0.0960
H -1.4688 7.8719 -0.7943
C 5.1004 -7.7286 -3.5127
Br 6.5115 -8.8619 -4.1542
Br 5.7333 -6.5028 -2.1711
Br 4.2039 -6.8272 -4.9595
H 4.3675 -8.3654 -3.0396
C 6.2867 -3.4196 -5.6374
Br 5.1553 -3.4587 -4.0896
Br 5.9977 -1.8386 -6.6947
Br 8.1378 -3.6334 -5.1635
H 6.0159 -4.2675 -6.2507
C -3.0853 -10.1584 -5.8670
Br -2.7868 -11.0652 -7.5336
Br -3.4275 -11.3900 -4.4332
Br -1.6318 -8.9721 -5.4361
H -3.9694 -9.5497 -5.9856
C 8.1914 2.1584 -0.3489
Br 9.1012 2.8929 1.1792
Br 9.3926 1.8549 -1.8170
Br 7.2085 0.5731 0.1092
H 7.4707 2.8973 -0.6713
C -11.7709 -7.8075 2.9220
Br -11.4718 -8.7199 1.2511
Br -12.1953 -9.0400 4.3334
Br -10.2985 -6.6684 3.3960
H -12.6326 -7.1730 2.7789
C 6.5890 2.0108 10.2533
Br 6.8097 1.0303 8.6159
Br 6.1475 0.8549 11.7233
Br 8.1237 3.1020 10.6427
H 5.7529 2.6773 10.1086
C -1.4978 7.6062 9.8746
Br 0.0478 7.4397 11.0092
Br -1.1813 8.8285 8.4278
Br -2.0803 5.8877 9.2420
H -2.2931 8.0180 10.4779
*
```

Output
LUMO level (eV): -0.3
HOMO (eV): -9.870
Calculated total energy (eV): -3612556.9825
Max |F| (Eh/bohr): 0.04250

=====

DFT (ωB97M-V/def2-TZVPD) results for a molecular structure, C31H38BrIrN3O7P.

Geometry as ORCA input:
```
! RIJCOSX wB97M-V def2-TZVPD def2/J DEFGRID3
* xyz 1 2
Ir 0.0351 0.0426 0.9239
C 0.4421 -0.8020 3.9120
N 0.9029 0.3305 3.0885
C 2.3966 0.4121 3.1587
C 3.1671 0.0132 1.9357
C 2.7571 -1.3532 1.3994
N 1.6427 -1.1844 0.5119
C 1.9876 -1.2193 -0.8875
C 1.2069 -2.3057 -1.5216
C 1.7971 -3.3306 -2.2600
C 1.0103 -4.1862 -2.9919
C -0.3789 -4.0172 -2.9686
C -0.9663 -3.0289 -2.2071
C -0.1845 -2.1214 -1.4721
O -0.7825 -1.1683 -0.7754
C 0.3518 1.6008 3.6183
C -1.1550 1.6704 3.8174
C -1.9875 1.6210 2.5363
N -1.1061 1.7879 1.4022
C -1.2739 2.7927 0.6126
C -0.3303 3.2118 -0.3540
C -0.6313 4.2723 -1.2352
C 0.2932 4.7261 -2.1293
C 1.5677 4.1349 -2.1477
C 1.8920 3.1193 -1.2787
C 0.9544 2.6208 -0.3547
O 1.3110 1.6668 0.4800
H 0.7403 -0.6539 4.9544
H 0.8822 -1.7301 3.5512
H -0.6296 -0.9030 3.8622
H 2.7234 -0.2148 3.9910
H 2.6740 1.4371 3.3948
H 4.2237 -0.0090 2.2030
H 3.0299 0.7575 1.1542
H 2.4727 -2.0188 2.2199
H 3.5998 -1.8115 0.8850
H 3.0568 -1.3376 -1.0500
H 2.8776 -3.4148 -2.2970
H 1.4658 -4.9548 -3.6022
H -1.0032 -4.6683 -3.5681
H -2.0424 -2.8941 -2.1946
H 0.6811 2.3856 2.9398
H 0.7951 1.7909 4.6009
H -1.3206 2.6215 4.3230
H -1.5021 0.8938 4.4971
H -2.7495 2.4010 2.5741
H -2.4993 0.6682 2.4386
H -2.1756 3.3978 0.7252
H -1.6170 4.7258 -1.1936
H 0.0563 5.5369 -2.8063
H 2.3072 4.4887 -2.8564
H 2.8751 2.6614 -1.2754
C -3.1803 -1.3648 3.6413
O -2.1035 -1.9603 2.9001
P -1.6711 -1.5934 1.3933
O -1.5270 -3.0775 0.8703
C -0.3598 -3.8733 1.1622
O -2.9933 -1.0699 0.7309
C -4.0570 -1.9516 0.3083
H -3.7872 -2.1691 4.0494
H -3.8055 -0.7324 3.0132
H -2.7846 -0.7733 4.4676
H -0.3680 -4.7060 0.4678
H -0.4082 -4.2453 2.1863
H 0.5515 -3.2970 1.0160
H -4.8863 -1.3102 0.0323
H -4.3511 -2.6253 1.1124
H -3.7334 -2.5330 -0.5512
Br 0.9519 2.3779 -7.5204
C 0.4424 1.9465 -5.7519
C -0.8044 2.3365 -5.2854
C -1.1751 2.0093 -3.9893
C -0.3112 1.3017 -3.1673
C 0.9369 0.9262 -3.6442
C 1.3154 1.2435 -4.9465
C 1.8644 0.0713 -2.8624
O 2.7783 -0.5399 -3.3500
O 1.5912 0.0207 -1.5293
H -1.4747 2.8904 -5.9294
H -2.1517 2.3023 -3.6247
H -0.6239 1.0084 -2.1743
H 2.2843 0.9262 -5.3087
*
```

Output
ΔE to the lowest compared entry with this formula, charge and spin (kJ/mol): 161.45
LUMO level (spin up / spin down) (eV): -3.1 / -4.6
HOMO (spin up / spin down) (eV): -10.424 / -10.417
Calculated total energy (eV): -133731.4749
Max |F| (Eh/bohr): 0.05531

=====

DFT (ωB97M-V/def2-TZVPD) results for a molecular structure, C31H39B2N14STc.

Geometry as ORCA input:
```
! RIJCOSX wB97M-V def2-TZVPD def2/J DEFGRID3
* xyz 3 2
Tc -0.8139 0.3988 -0.1626
C 1.5160 -2.1403 -1.8283
C 2.0006 -1.1707 -0.8112
C 3.3431 -0.9874 -0.4790
C 3.3527 0.0097 0.4707
N 2.0915 0.3945 0.6975
N 1.2436 -0.3227 -0.0892
B 1.6282 1.6043 1.5579
N 0.4654 1.0979 2.4399
C 0.3419 1.1012 3.7718
C -0.7921 0.3840 4.1024
C -1.3299 -0.0501 2.8952
C -2.5373 -0.8945 2.7377
N -0.5560 0.4082 1.8869
N 1.0842 2.6275 0.5634
C 1.4407 3.8978 0.3286
C 0.7121 4.3588 -0.7457
C -0.0821 3.2851 -1.1459
C -1.0209 3.3158 -2.2958
N 0.1535 2.2393 -0.3380
N 2.7160 2.1541 2.4516
C 3.4424 1.4501 3.3795
C 4.1508 2.3431 4.1326
C 3.8150 3.6221 3.5971
C 4.3070 4.9387 4.0283
N 2.9504 3.4581 2.6015
H 1.9682 -1.9314 -2.7972
H 1.8385 -3.1393 -1.5457
H 0.4363 -2.1460 -1.9352
H 4.1814 -1.5086 -0.8879
H 4.1761 0.4678 0.9770
H 1.0301 1.6037 4.4234
H -1.1690 0.1866 5.0842
H -3.0482 -0.9654 3.6932
H -3.2290 -0.4783 2.0118
H -2.2691 -1.9011 2.4201
H 2.1760 4.3830 0.9398
H 0.7402 5.3409 -1.1698
H -1.4304 4.3183 -2.3872
H -0.4864 3.1060 -3.2224
H -1.8434 2.6160 -2.1826
H 3.3866 0.3809 3.4351
H 4.8346 2.1469 4.9341
H 5.0507 4.8308 4.8131
H 4.7285 5.4939 3.1880
H 3.4838 5.5523 4.4053
B -4.1173 -0.2016 -0.9500
N -3.7642 1.0289 -0.1227
C -4.6194 1.9663 0.2632
C -3.9073 3.0014 0.8749
C -2.5911 2.6001 0.8138
N -2.5072 1.4058 0.1912
N -3.2337 -1.4043 -0.5950
C -3.6982 -2.6538 -0.8235
C -2.7175 -3.5493 -0.5119
C -1.6166 -2.7578 -0.0798
N -2.0025 -1.4365 -0.1390
H -3.9486 0.0241 -2.1127
H -5.2423 -0.4850 -0.7343
H -5.6733 1.8858 0.0933
H -4.3070 3.8983 1.2979
H -1.7244 3.1116 1.1840
H -4.6923 -2.8252 -1.1849
H -2.8054 -4.6138 -0.4916
H 0.1688 -2.3837 0.9489
C -1.2772 0.3300 -6.4232
N -1.5205 0.1869 -5.0032
C -0.6183 0.3220 -4.0546
N 0.6311 0.6864 -4.3078
S -1.1680 -0.1333 -2.4759
H -2.2270 0.3044 -6.9506
H -0.6595 -0.4960 -6.7836
H -0.7889 1.2811 -6.6384
H -2.4404 -0.1280 -4.7190
H 0.9369 0.8597 -5.2551
H 1.3071 0.7853 -3.5681
C -0.3613 -3.1485 0.3887
C 0.3065 -4.3763 0.2056
C 1.5267 -4.5930 0.9033
C 2.2440 -5.7521 0.7308
C 1.7910 -6.7411 -0.1428
C 0.6013 -6.5531 -0.8456
C -0.1233 -5.3939 -0.6896
H 1.8772 -3.8354 1.5888
H 3.1569 -5.9056 1.2811
H 2.3662 -7.6463 -0.2821
H 0.2563 -7.3185 -1.5238
H -0.9930 -5.2276 -1.3026
*
```

Output
ΔE to the lowest compared entry with this formula, charge and spin (kJ/mol): 0.00
LUMO level (spin up / spin down) (eV): -11.1 / -10.6
HOMO (spin up / spin down) (eV): -15.352 / -15.352
Calculated total energy (eV): -68007.6498
Max |F| (Eh/bohr): 0.03193

=====

DFT (ωB97M-V/def2-TZVPD) results for a molecular structure, C31H39Br2F4N5O10.

Geometry as ORCA input:
```
! RIJCOSX wB97M-V def2-TZVPD def2/J DEFGRID3
* xyz 0 1
C -0.4467 -2.4155 -0.2690
N -0.9648 -3.8107 0.0043
O -1.6891 -4.4130 -0.7913
O -0.6432 -4.3459 1.0947
H -0.8120 -1.7599 0.5215
H -0.9371 -2.0596 -1.1750
H 0.6426 -2.3789 -0.2847
C 2.7023 3.3456 1.5167
N 2.3206 1.9970 0.9932
O 1.1509 1.6921 0.7130
O 3.2970 1.2674 0.8553
H 2.0075 3.6137 2.3126
H 2.6513 4.1077 0.7390
H 3.6613 3.3248 2.0344
C 2.8470 -1.4943 2.2348
N 1.6933 -2.0201 1.5190
O 1.3335 -1.6117 0.4551
O 1.1397 -2.9473 2.0909
H 3.2668 -2.3045 2.8312
H 2.3892 -0.7819 2.9210
H 3.4950 -0.8600 1.6299
C -4.0939 -0.6309 -0.6135
N -2.7440 -1.2958 -0.7435
O -1.8324 -0.7064 -1.3542
O -2.6629 -2.4334 -0.2870
H -3.9886 0.4525 -0.6711
H -4.5345 -0.8535 0.3583
H -4.6734 -1.0882 -1.4154
C 0.4266 -0.2022 -0.5823
N 0.4364 1.1094 -1.2364
O 1.4448 1.4695 -1.7911
O -0.6670 1.6311 -1.3989
H 0.6300 -0.0405 0.4763
H 1.1852 -0.8120 -1.0730
H -0.5144 -0.7367 -0.7122
Br -0.9846 -1.1298 -3.1059
C 0.3989 -0.6928 -4.4851
C 1.3012 0.4719 -3.9787
Br 0.3561 2.1694 -4.2903
H -0.0531 -0.4915 -5.4563
H 1.0590 -1.5579 -4.5483
H 2.1929 0.4953 -4.6052
H 1.6678 0.3622 -2.9581
F -4.2431 3.0019 -0.7841
C -4.0743 2.2020 -1.8484
C -2.9182 1.4691 -1.9415
C -2.6946 0.6760 -3.0345
C -3.7123 0.5538 -3.9740
C -4.9222 1.2063 -3.8071
C -5.1008 2.0702 -2.7456
H -2.1246 1.5943 -1.2198
H -1.8434 0.0207 -3.1457
H -3.6520 -0.1164 -4.8188
H -5.6306 1.1712 -4.6215
H -5.9645 2.7167 -2.6961
F -0.1624 3.8560 2.0892
C -0.8344 2.7152 2.1463
C -0.8232 1.8449 1.0354
C -1.7666 0.8499 1.0408
C -2.4940 0.5417 2.1563
C -2.4646 1.3359 3.2631
C -1.6263 2.4149 3.2718
H -0.2268 2.1252 0.1798
H -1.8811 0.2474 0.1519
H -3.2063 -0.2694 2.1215
H -3.1109 1.0287 4.0720
H -1.6417 3.1465 4.0662
F -0.3841 -0.3541 0.9427
C -0.0575 -0.5993 2.2195
C 0.9797 0.1443 2.8439
C 1.3059 -0.0300 4.1610
C 0.5869 -0.9614 4.9433
C -0.5364 -1.5919 4.3556
C -0.8382 -1.4486 3.0118
H 1.3718 1.0219 2.3515
H 2.0806 0.5318 4.6617
H 0.9531 -1.1849 5.9344
H -1.2116 -2.2415 4.8927
H -1.6562 -1.9838 2.5527
F 6.2672 -1.5136 -2.6187
C 5.2912 -1.1734 -1.7631
C 5.5546 -0.4056 -0.6157
C 4.5348 -0.1474 0.2472
C 3.2052 -0.4318 -0.0827
C 2.9090 -1.0557 -1.2830
C 3.9967 -1.5126 -2.0983
H 6.5536 -0.1071 -0.3343
H 4.7865 0.4214 1.1302
H 2.4132 -0.1136 0.5790
H 1.8698 -1.2928 -1.4565
H 3.6877 -2.0077 -3.0070
*
```

Output
LUMO level (eV): -1.7
HOMO (eV): -7.864
Calculated total energy (eV): -211605.5952
Max |F| (Eh/bohr): 0.31691